# 1
Formula: C54H46AsIN5O2P2S2Sc
Source: the Open Molecules 2025 dataset
Level of theory: wB97M-V/def2-TZVPD

The geometry in XYZ format:
```
114
C54H46AsIN5O2P2S2Sc wB97M-V/def2-TZVPD
Sc 13.21 12.14 11.74
S 11.99 14.16 15.53
C 12.11 15.85 15.23
C 11.45 16.83 15.98
C 11.64 18.18 15.77
C 12.55 18.59 14.77
C 13.15 17.63 13.97
C 12.94 16.28 14.18
As 13.93 14.86 13.26
C 14.91 15.94 11.90
C 16.31 15.95 11.75
C 16.91 16.70 10.74
C 16.14 17.46 9.85
C 14.73 17.36 9.92
C 14.19 16.62 10.95
C 15.40 14.84 14.62
C 15.44 13.78 15.50
C 16.26 13.92 16.62
C 16.99 15.08 16.87
C 16.87 16.14 15.99
C 16.06 16.03 14.89
H 10.76 16.48 16.81
H 11.05 18.88 16.37
H 12.70 19.65 14.53
H 13.82 17.96 13.19
H 16.89 15.28 12.40
H 18.01 16.70 10.71
H 16.63 17.97 9.08
H 14.08 17.86 9.19
H 13.11 16.57 11.12
H 14.72 12.95 15.33
H 16.34 13.12 17.37
H 17.60 15.17 17.82
H 17.41 17.06 16.14
H 15.90 16.82 14.21
O 12.17 12.08 13.32
C 11.34 9.54 13.78
C 10.33 8.54 13.83
C 10.56 7.22 14.10
C 11.89 6.78 14.22
C 12.93 7.71 14.08
C 12.67 9.13 13.95
C 13.93 9.97 13.88
N 14.43 10.74 12.91
C 15.74 10.96 13.18
C 16.07 10.37 14.38
N 14.94 9.75 14.78
H 9.33 8.83 13.65
H 9.82 6.48 14.28
H 12.07 5.73 14.42
H 13.95 7.40 14.04
H 16.37 11.57 12.58
H 16.99 10.26 14.93
H 14.91 9.18 15.63
N 10.38 12.48 9.93
P 11.17 13.95 10.48
C 9.84 14.70 11.47
C 9.92 14.68 12.85
C 8.87 15.16 13.62
C 7.73 15.62 13.00
C 7.63 15.61 11.60
C 8.70 15.19 10.87
C 11.29 14.99 9.05
C 11.46 14.24 7.84
C 11.64 14.87 6.63
C 11.60 16.27 6.61
C 11.40 16.97 7.77
C 11.28 16.37 9.02
P 10.74 11.04 10.84
C 10.33 9.73 9.60
C 10.01 9.99 8.29
C 9.78 8.97 7.38
C 9.94 7.66 7.83
C 10.24 7.39 9.17
C 10.31 8.43 10.10
C 9.82 11.04 12.36
C 10.54 10.84 13.58
C 9.96 11.38 14.72
C 8.64 11.91 14.69
C 7.92 12.07 13.50
C 8.58 11.68 12.36
H 9.40 12.73 9.63
H 10.75 14.27 13.45
H 8.91 15.13 14.72
H 6.87 15.84 13.59
H 6.71 15.95 11.06
H 8.64 15.22 9.83
H 11.47 13.15 8.02
H 11.81 14.33 5.69
H 11.79 16.81 5.66
H 11.43 18.01 7.71
H 11.08 16.92 9.93
H 9.92 11.00 7.90
H 9.48 9.25 6.37
H 9.70 6.87 7.16
H 10.34 6.34 9.50
H 10.29 8.17 11.19
H 12.11 12.74 14.01
H 10.52 11.24 15.65
H 8.14 12.20 15.61
H 6.88 12.41 13.52
H 8.08 11.75 11.38
N 13.48 8.78 8.68
C 13.61 10.04 8.99
O 13.71 10.40 10.17
C 13.76 11.11 7.91
I 12.89 10.59 5.98
H 13.27 8.13 9.39
H 13.20 8.44 7.76
H 14.82 11.25 7.72
H 13.29 12.05 8.20
S 16.33 13.26 8.23
C 15.49 13.20 9.58
N 14.85 13.11 10.57
```

The value obtained for the total energy is -198180.8352 eV. For the energy above the lowest of the compared OMol25 structures with the same formula, charge and spin, the calculation gives 2.946 eV. The frontier orbital gap comes out at 6.17 eV.

Here are the Mulliken charges for atoms 1 to 4, given in e: -0.729 -0.573 0.351 -0.287

# 2
Formula: C54H46Cl2IrNO7P3
Source: the Open Molecules 2025 dataset
Level of theory: wB97M-V/def2-TZVPD

The geometry in XYZ format:
```
114
C54H46Cl2IrNO7P3 wB97M-V/def2-TZVPD
Ir 0.00 -0.63 0.40
Cl 6.03 -4.99 0.88
C 4.46 -4.28 0.85
C 3.42 -4.93 1.52
C 2.16 -4.36 1.48
Cl 0.86 -5.13 2.32
C 1.85 -3.17 0.77
O 0.66 -2.72 0.79
C 2.96 -2.53 0.08
C 2.78 -1.35 -0.65
O 1.68 -0.77 -0.95
C 4.25 -3.11 0.16
H 3.59 -5.86 2.04
H 3.69 -0.83 -0.98
H 5.07 -2.63 -0.36
C -6.56 -4.97 -1.28
C -5.32 -5.37 -1.74
C -4.24 -4.49 -1.70
C -4.41 -3.21 -1.19
C -5.67 -2.81 -0.77
C -6.74 -3.68 -0.81
P -3.05 -1.99 -0.99
C -1.67 -2.86 -1.84
C -1.37 -2.46 -3.14
C -0.39 -3.11 -3.87
C 0.31 -4.16 -3.29
C 0.02 -4.56 -2.00
C -0.97 -3.92 -1.27
C -2.67 -2.22 0.79
C -3.41 -3.07 1.62
C -3.18 -3.09 2.98
C -2.27 -2.22 3.55
C -1.52 -1.39 2.73
C -1.69 -1.40 1.35
H -7.39 -5.66 -1.29
H -5.17 -6.37 -2.12
H -3.27 -4.82 -2.05
H -5.80 -1.80 -0.39
H -7.72 -3.36 -0.47
H -1.91 -1.64 -3.59
H -0.17 -2.81 -4.88
H 1.09 -4.66 -3.85
H 0.56 -5.39 -1.55
H -1.21 -4.25 -0.27
H -4.14 -3.73 1.19
H -3.72 -3.79 3.60
H -2.12 -2.19 4.62
H -0.81 -0.70 3.17
O -2.10 2.20 0.62
C -1.19 2.23 1.43
O -0.44 1.29 1.80
C -0.85 3.58 2.07
C -1.72 4.65 1.93
C -1.39 5.92 2.40
C -0.16 6.07 3.00
O 0.42 7.20 3.51
C 1.68 6.80 4.01
O 1.85 5.41 3.79
C 0.70 4.98 3.16
C 0.39 3.73 2.71
H -2.66 4.47 1.44
H -2.06 6.75 2.27
H 1.72 7.01 5.09
H 2.47 7.36 3.50
H 1.05 2.89 2.82
C 1.56 -2.01 4.34
P 2.35 -0.65 3.40
C 4.12 -1.10 3.29
C 2.20 0.80 4.50
O 1.79 -0.40 2.05
H 2.20 -2.32 5.16
H 1.37 -2.85 3.68
H 0.61 -1.67 4.74
H 4.55 -1.24 4.28
H 4.65 -0.32 2.76
H 4.20 -2.03 2.72
H 2.53 0.58 5.51
H 1.15 1.09 4.51
H 2.78 1.63 4.10
N -0.76 0.41 -1.04
P -0.01 1.53 -1.85
C -1.06 3.00 -1.94
C -0.70 4.22 -1.37
C -1.58 5.28 -1.43
C -2.80 5.14 -2.07
C -3.17 3.92 -2.62
C -2.30 2.85 -2.54
C 1.63 2.16 -1.30
C 2.01 2.15 0.04
C 3.23 2.66 0.42
C 4.09 3.20 -0.52
C 3.72 3.22 -1.85
C 2.50 2.71 -2.25
C 0.33 1.09 -3.60
C 0.98 -0.10 -3.86
C 1.43 -0.38 -5.14
C 1.23 0.53 -6.16
C 0.55 1.71 -5.91
C 0.10 2.00 -4.63
H 0.26 4.33 -0.88
H -1.31 6.23 -0.99
H -3.48 5.98 -2.13
H -4.13 3.81 -3.10
H -2.57 1.88 -2.95
H 1.35 1.73 0.78
H 3.52 2.64 1.46
H 5.05 3.59 -0.22
H 4.39 3.64 -2.59
H 2.22 2.74 -3.29
H 1.14 -0.80 -3.05
H 1.96 -1.30 -5.33
H 1.59 0.32 -7.15
H 0.38 2.42 -6.70
H -0.41 2.93 -4.43
```

The value obtained for the total energy is -128316.2457 eV. The multiplicity is 2. The frontier orbital gap (alpha / beta) comes out at 6.29 / 6.37 eV. Its expectation value of S² is 0.82.

Here are the Mulliken charges for atoms 1 to 4, given in e: 2.907 -0.230 0.118 -0.464

# 3
Formula: C54H47AuBr2GeN2Sb2
Source: the Open Molecules 2025 dataset
Level of theory: wB97M-V/def2-TZVPD

The geometry in XYZ format:
```
109
C54H47AuBr2GeN2Sb2 wB97M-V/def2-TZVPD
Au 0.07 -0.13 -0.10
Br -5.74 -3.66 1.36
C -4.12 -2.74 1.26
C -2.92 -3.43 1.26
C -1.75 -2.70 1.15
N -1.73 -1.36 1.08
C -2.89 -0.70 1.08
C -4.11 -1.36 1.17
C -2.82 0.78 0.94
C -3.95 1.57 1.13
C -3.85 2.94 0.92
Br -5.35 4.03 1.16
C -2.64 3.48 0.53
C -1.57 2.63 0.38
N -1.64 1.31 0.60
H -2.88 -4.51 1.32
H -0.80 -3.21 1.13
H -5.04 -0.82 1.15
H -4.88 1.15 1.46
H -2.53 4.54 0.34
H -0.60 3.01 0.08
C 3.41 1.30 1.88
C 3.24 0.66 3.25
C 1.85 0.92 3.83
Sb 0.38 -0.24 2.79
C 0.93 -2.16 3.41
C 0.86 -2.45 4.77
C 1.26 -3.69 5.23
C 1.73 -4.65 4.34
C 1.80 -4.36 2.98
C 1.40 -3.11 2.52
C -1.39 0.26 3.80
C -2.25 -0.74 4.25
C -3.37 -0.40 4.99
C -3.64 0.94 5.27
C -2.79 1.93 4.82
C -1.66 1.60 4.08
Sb 2.59 0.26 0.19
C 2.92 1.92 -1.10
C 2.34 3.13 -0.76
C 2.64 4.29 -1.46
C 3.54 4.24 -2.51
C 4.12 3.03 -2.87
C 3.81 1.87 -2.17
C 4.06 -1.15 -0.32
C 3.79 -2.51 -0.46
C 4.82 -3.38 -0.78
C 6.11 -2.89 -0.95
C 6.37 -1.53 -0.81
C 5.35 -0.65 -0.50
H 4.47 1.35 1.59
H 3.00 2.31 1.83
H 4.00 1.05 3.93
H 3.43 -0.42 3.20
H 1.55 1.97 3.80
H 1.76 0.57 4.86
H 0.50 -1.71 5.48
H 1.21 -3.92 6.29
H 2.04 -5.62 4.70
H 2.18 -5.10 2.29
H 1.49 -2.88 1.46
H -2.04 -1.79 4.05
H -4.04 -1.17 5.36
H -4.52 1.20 5.85
H -2.99 2.97 5.05
H -0.99 2.38 3.75
H 1.67 3.20 0.10
H 2.20 5.23 -1.17
H 3.81 5.14 -3.04
H 4.83 2.99 -3.68
H 4.31 0.95 -2.44
H 2.79 -2.90 -0.33
H 4.62 -4.44 -0.89
H 6.91 -3.57 -1.20
H 7.38 -1.16 -0.95
H 5.57 0.40 -0.39
C 1.79 -1.27 -3.17
Ge 0.09 -0.56 -2.54
C -1.37 -1.74 -3.08
C -2.35 -2.26 -2.25
C -3.33 -3.12 -2.75
C -3.32 -3.47 -4.09
C -2.34 -2.96 -4.93
C -1.37 -2.10 -4.43
C -0.24 1.23 -3.31
C 0.79 1.83 -4.05
C 0.63 3.06 -4.66
C -0.57 3.76 -4.52
C -1.63 3.21 -3.78
C -2.85 3.91 -3.67
C -3.92 3.35 -3.00
C -3.79 2.09 -2.42
C -2.58 1.39 -2.50
C -1.48 1.94 -3.17
H 1.75 -1.38 -4.26
H 1.93 -2.27 -2.75
H 2.64 -0.65 -2.91
H -2.39 -1.98 -1.21
H -4.09 -3.51 -2.09
H -4.07 -4.14 -4.48
H -2.34 -3.23 -5.98
H -0.62 -1.71 -5.11
H 1.72 1.30 -4.17
H 1.43 3.48 -5.25
H -0.70 4.72 -5.00
H -2.95 4.88 -4.14
H -4.87 3.87 -2.94
H -4.64 1.63 -1.93
H -2.52 0.41 -2.06
```

The value obtained for the total energy is -273084.4158 eV. For the energy above the lowest of the compared OMol25 structures with the same formula, charge and spin, the calculation gives 0.000 eV. The multiplicity is 2. The frontier orbital gap (alpha / beta) comes out at 6.23 / 4.43 eV. Its expectation value of S² is 0.78. As for the total charge: +3.

Here are the Mulliken charges for atoms 1 to 4, given in e: 2.130 0.001 -1.058 -1.023

# 4
Formula: C54H47CrN4O2P2
Source: the Open Molecules 2025 dataset
Level of theory: wB97M-V/def2-TZVPD

The geometry in XYZ format:
```
110
C54H47CrN4O2P2 wB97M-V/def2-TZVPD
Cr -0.26 0.72 0.59
C -0.13 0.22 4.94
C 0.26 0.38 3.64
N -0.62 0.48 2.60
C -1.98 0.47 2.90
C -2.46 0.38 4.23
C -1.50 0.20 5.27
C -3.85 0.48 4.45
C -4.70 0.71 3.39
C -4.23 0.80 2.08
C -2.87 0.62 1.81
N -2.22 0.66 0.57
C -2.79 0.50 -0.68
C -4.13 0.25 -1.00
C -4.55 0.17 -2.33
C -3.66 0.30 -3.38
C -2.29 0.48 -3.11
C -1.29 0.60 -4.14
C 0.03 0.87 -3.77
C 0.38 0.93 -2.44
N -0.52 0.72 -1.43
C -1.87 0.57 -1.77
H 0.63 0.15 5.71
H 1.30 0.51 3.39
H -1.83 0.12 6.30
H -4.22 0.41 5.46
H -5.76 0.85 3.58
H -4.92 1.05 1.29
H -4.86 0.10 -0.22
H -5.60 -0.01 -2.54
H -4.00 0.24 -4.41
H -1.58 0.54 -5.18
H 0.80 1.04 -4.52
H 1.40 1.17 -2.14
O 1.78 0.10 0.34
P 2.46 -1.02 -0.36
C 1.43 -1.92 -1.53
P -0.05 -2.50 -0.65
O -0.46 -1.57 0.44
C -1.30 -2.84 -1.88
C -0.99 -3.10 -3.21
C -2.00 -3.44 -4.10
C -3.31 -3.51 -3.65
C -3.62 -3.23 -2.33
C -2.62 -2.88 -1.44
C 0.40 -4.11 0.04
C 0.27 -4.28 1.42
C 0.59 -5.51 1.99
C 1.04 -6.55 1.19
C 1.17 -6.38 -0.18
C 0.85 -5.15 -0.75
C 3.07 -2.24 0.81
C 3.97 -3.24 0.45
C 4.38 -4.17 1.40
C 3.90 -4.08 2.70
C 3.01 -3.09 3.05
C 2.59 -2.16 2.11
C 3.88 -0.40 -1.28
C 4.40 -1.02 -2.41
C 5.50 -0.47 -3.06
C 6.08 0.70 -2.57
C 5.55 1.32 -1.45
C 4.45 0.78 -0.80
H 1.98 -2.77 -1.95
H 1.12 -1.22 -2.32
H 0.03 -3.02 -3.57
H -1.77 -3.63 -5.14
H -4.10 -3.76 -4.35
H -4.65 -3.24 -1.99
H -2.85 -2.62 -0.41
H -0.08 -3.45 2.02
H 0.48 -5.65 3.06
H 1.29 -7.50 1.64
H 1.52 -7.19 -0.80
H 0.94 -5.03 -1.83
H 4.34 -3.30 -0.57
H 5.08 -4.95 1.12
H 4.22 -4.81 3.44
H 2.62 -3.03 4.06
H 1.87 -1.39 2.37
H 3.94 -1.92 -2.81
H 5.91 -0.95 -3.94
H 6.93 1.13 -3.08
H 5.98 2.24 -1.09
H 4.00 1.27 0.05
N 1.79 2.50 1.98
C 0.81 2.37 1.21
H 2.12 3.47 1.99
C -2.48 3.72 -0.03
C -1.15 3.97 0.67
C -1.40 3.99 2.19
C -0.10 2.90 0.29
C -0.54 5.32 0.25
C 0.67 5.74 0.80
C 1.26 6.94 0.44
C 0.64 7.77 -0.50
C -0.56 7.37 -1.06
C -1.14 6.16 -0.69
H -2.93 2.82 0.36
H -2.36 3.60 -1.11
H -3.17 4.55 0.16
H -1.77 3.01 2.51
H -2.15 4.74 2.42
H -0.50 4.21 2.76
H 0.29 3.03 -0.72
H 1.16 5.10 1.52
H 2.20 7.23 0.89
H 1.10 8.71 -0.78
H -1.05 7.99 -1.79
H -2.07 5.87 -1.15
```

The value obtained for the total energy is -113818.9759 eV. For the energy above the lowest of the compared OMol25 structures with the same formula, charge and spin, the calculation gives 0.096 eV. The multiplicity is 5. The frontier orbital gap (alpha / beta) comes out at 3.41 / 5.00 eV. Its expectation value of S² is 6.21. As for the total charge: -1.

Here are the Mulliken charges for atoms 1 to 4, given in e: 0.041 -1.269 -0.662 1.136